Density functional theory data (the ωB97M-V functional and the def2-TZVPD basis) for the molecule C2H6Cl2NPS.

```
13
Properties=species:S:1:pos:R:3:forces:R:3
C 0.4124 1.3467 -0.3650 -0.104 0.599 0.521
H -0.4263 2.0309 -0.5429 0.349 -0.103 -0.196
S -0.6976 0.0639 2.8266 0.239 0.089 -0.501
H 1.2221 -0.8488 -1.7468 -0.403 -0.158 0.569
H 1.1084 1.3544 -1.1871 0.186 0.362 -0.300
P -1.1518 -0.2116 0.9793 1.732 -1.590 1.337
Cl -1.9335 -2.0471 0.7054 0.070 -0.494 -0.260
Cl -2.5926 0.8845 0.3753 -2.242 1.765 -0.777
H 0.3603 -2.0243 -0.5683 1.060 1.098 -0.678
C 0.9170 -1.0377 -0.6997 0.544 -1.833 1.758
H 1.9423 -1.1857 -0.0570 -2.498 0.892 -1.163
N -0.0781 -0.0235 -0.2774 1.109 -0.321 0.076
H 0.9174 1.6981 0.5576 -0.044 -0.307 -0.385
```
Positions in Å, forces in eV/Å.

Calculated values
**SMILES string**: CN(C)P(=S)(Cl)Cl
**Kohn-Sham gap**: 9.80 eV


Density functional theory data (the ωB97M-V functional and the def2-TZVPD basis) for C35H35IN2OP2ReS as an isolated structure.

```
78
Properties=species:S:1:pos:R:3:forces:R:3
H -0.3938 0.4099 -4.1552 -0.022 0.040 0.051
C -2.0547 4.9986 -0.4943 0.084 -0.142 -0.062
C -2.6525 -4.4290 2.7292 0.065 -0.116 0.057
H -4.3249 -3.2270 3.4876 0.032 -0.054 -0.021
C 3.0701 0.2176 -2.6786 0.095 -0.101 -0.014
P -0.2365 1.9285 1.3976 -0.028 -0.132 -0.097
H -4.6073 -3.9382 1.9089 -0.038 -0.021 -0.001
C -1.0284 0.3882 -2.0838 -0.054 -0.174 0.093
C -1.8400 -4.4103 1.4246 0.049 0.087 0.009
P 0.6364 0.4068 -1.4180 0.411 -0.214 0.311
H 4.3515 -5.5737 0.4272 0.035 -0.030 0.018
N 1.6641 -3.0794 -0.7404 0.408 -0.319 0.166
C 2.4349 2.8002 4.3036 -0.058 -0.026 0.053
C -2.1715 5.3935 1.8961 0.086 -0.133 0.134
S -2.3546 -2.9154 0.5175 0.340 0.225 -0.160
H 3.3152 3.4154 4.4253 0.016 0.026 -0.023
H -2.0045 0.3468 -0.1488 0.052 0.034 0.086
H 0.8959 -2.2836 -5.3528 0.041 -0.037 -0.050
C -3.8425 -3.4895 2.5456 -0.090 0.080 0.061
H -2.9672 6.7174 0.4109 -0.029 0.040 0.001
Re 0.1678 -1.8348 -1.2183 -0.247 0.573 0.077
C -3.6087 0.2327 -3.1185 -0.037 -0.005 0.004
O -1.0514 -1.9724 0.3714 -0.393 -0.368 -0.496
C -2.1387 0.3157 -1.2207 -0.165 0.088 -0.062
N 0.7481 -2.1505 -4.3642 -0.027 -0.080 0.570
C 1.8799 0.9365 -2.5711 -0.110 0.164 -0.110
C 2.7226 -5.2105 -0.9176 -0.182 0.084 -0.138
H -1.2754 3.9001 3.1390 -0.004 0.031 0.050
C 4.0879 0.6918 -3.4914 -0.078 0.062 -0.014
H -2.5554 -1.7227 2.5362 0.008 0.039 0.019
H 1.7949 1.0583 0.5450 -0.036 0.000 -0.065
C 1.7768 -4.2969 -1.3301 0.055 -0.160 -0.054
C -1.0644 3.4184 1.0384 -0.110 0.164 0.020
C 0.6432 1.9519 2.9437 0.006 0.050 0.086
C 3.5930 -4.8711 0.1080 0.045 0.107 0.095
C -3.2814 -2.2269 1.8961 0.093 -0.026 -0.014
C 0.7922 1.3026 5.2518 0.020 0.032 -0.014
H 5.0143 0.1444 -3.5739 0.070 -0.044 -0.006
C 3.4967 -3.6164 0.7210 -0.304 0.100 -0.215
H 2.1695 3.3311 2.2536 0.006 0.022 -0.046
C -1.2370 0.3459 -3.4776 -0.068 0.156 -0.154
H 2.4294 2.1476 6.3432 0.015 -0.017 0.029
H -2.0247 -4.0922 3.5546 -0.038 -0.004 -0.008
H -2.9722 -5.4468 2.9470 0.007 0.041 0.029
C 1.7909 2.7452 3.0817 0.015 -0.018 -0.096
C -3.4200 0.2460 -1.7426 0.059 -0.009 0.043
C 1.9321 2.0834 5.3853 0.005 0.001 0.004
C 0.9262 1.4957 0.0369 0.089 0.278 -0.081
H 2.7898 -6.1732 -1.4060 -0.013 0.003 -0.013
H 2.6044 3.5168 -4.6416 -0.005 0.056 -0.031
H -1.0931 3.2050 -1.1200 0.031 -0.037 -0.095
C 0.1413 1.2326 4.0305 0.045 0.013 -0.021
H -2.2800 5.3318 -1.4967 0.013 -0.035 -0.067
I 4.7677 -3.0476 2.2389 0.082 0.038 0.096
H -4.0181 -1.5273 1.5110 -0.053 0.005 -0.005
H -4.6097 0.1948 -3.5259 -0.052 -0.009 0.000
H 0.4062 0.7609 6.1021 -0.031 -0.030 0.051
H -4.2741 0.2238 -1.0808 -0.042 0.004 0.024
H 1.0948 -4.5046 -2.1459 0.040 -0.046 0.022
H 2.3803 -1.7674 0.6980 0.045 -0.008 0.027
H -2.0531 -5.2453 0.7593 -0.035 -0.026 0.012
H -2.6787 0.2713 -5.0518 -0.005 0.006 -0.072
C -1.3860 3.8173 -0.2781 -0.024 0.024 -0.112
C -2.5187 0.2773 -3.9838 0.107 0.007 0.013
H -0.7579 0.6408 3.9299 -0.060 -0.041 -0.005
H 0.7949 2.7070 -3.1911 -0.042 0.026 0.008
H -2.4810 6.0176 2.7216 0.006 -0.010 0.066
H 3.2231 -0.7053 -2.1280 -0.053 -0.009 0.027
C -2.4447 5.7882 0.5915 -0.034 0.069 -0.027
C -1.4994 4.2116 2.1275 -0.017 0.058 0.117
H 4.7093 2.2430 -4.8308 0.022 0.012 -0.020
C 2.7307 2.5976 -4.0891 -0.033 -0.032 0.017
C 3.9145 1.8763 -4.1962 0.048 -0.030 0.004
C 1.7134 2.1375 -3.2718 0.005 -0.036 0.015
C 2.5126 -2.7512 0.2668 0.266 -0.143 0.173
C 0.5612 -2.0241 -3.2323 -0.250 0.028 -0.314
H 1.2865 2.4371 -0.4043 -0.057 -0.111 0.046
H -0.7622 -4.3253 1.5680 0.008 -0.041 0.000
```
Positions in Å, forces in eV/Å.

Calculated values
**Net charge**: +4
**2S+1**: 2
**Kohn-Sham gap (spin up / spin down)**: 5.87 / 5.83 eV


Density functional theory data (the ωB97M-V functional and the def2-TZVPD basis) for a 2-piece molecular cluster, C4H7NO2 overall.

```
14
Properties=species:S:1:pos:R:3:forces:R:3
H -0.8062 -0.1478 2.1245 1.066 1.309 -1.926
C 0.8444 0.7425 0.6379 -2.044 2.829 -0.549
N -2.1569 1.9760 0.1813 -0.253 0.308 -0.195
H 0.1178 -1.8617 0.0751 -1.646 1.389 1.155
H -0.8953 0.3765 -1.3917 -1.041 2.801 0.807
C -0.5670 0.1494 0.9870 0.874 -1.240 2.267
H 0.9827 1.7934 1.1510 -0.522 -1.881 -1.519
H -1.5623 -0.8768 -1.9253 -2.760 -1.056 -0.326
O -1.9163 -1.7788 0.3650 -1.192 0.004 0.557
C -1.4819 1.1382 0.5733 -1.531 0.657 -0.097
C -0.8630 -1.2466 0.4502 3.170 -1.648 -1.852
H 1.5493 0.1919 1.0680 3.017 -2.609 2.000
H 1.1198 0.6946 -0.4591 -0.891 0.514 1.143
O -0.7763 -0.4338 -1.7898 3.754 -1.375 -1.465
```
Positions in Å, forces in eV/Å.

Calculated values
**SMILES string**: C[C@@H](C#N)C=O.O
**Kohn-Sham gap**: 10.94 eV


Density functional theory data (the ωB97M-V functional and the def2-TZVPD basis) for a 10-piece molecular cluster, C26H50N6O6 overall.

```
88
Properties=species:S:1:pos:R:3:forces:R:3
H 7.3976 -24.9347 32.5628 -0.103 1.032 -0.808
O 7.1952 -20.0408 33.0068 -2.654 0.851 -1.411
N 7.2256 -26.3219 33.5500 4.229 -3.774 1.227
H 7.6240 -23.7049 28.1349 0.348 -0.153 0.653
N 7.0503 -27.7300 28.7425 -1.596 0.703 0.370
C 6.9712 -21.5642 30.6527 -0.461 -0.407 0.087
H 9.5729 -24.7471 29.6299 -0.141 0.014 1.559
H 10.9455 -24.4606 33.7180 1.079 0.550 0.021
H 4.1988 -24.9685 30.6489 -0.479 0.034 0.154
N 6.0120 -20.5493 31.0982 1.496 -0.268 -0.781
H 6.0080 -29.5354 29.0421 -0.307 0.180 0.183
O 11.3441 -23.1148 30.3329 0.842 -0.718 -2.091
C 6.2148 -19.8629 32.2408 1.170 -1.153 0.628
N 9.0074 -24.7764 35.8931 1.194 -0.039 -0.714
H 7.9347 -24.6231 30.1059 0.301 0.726 0.822
C 4.7084 -25.3747 31.5226 0.029 0.875 -0.600
H 6.4254 -27.1029 26.4249 0.366 0.257 0.399
O 3.5344 -23.7033 32.8311 1.772 -2.077 -0.472
H 10.1346 -21.8258 27.9528 -0.202 0.604 -0.122
C 8.2624 -26.8766 33.7274 -3.527 0.748 -1.198
O 10.3114 -23.7888 32.2064 -3.717 -1.232 -1.829
H 8.9151 -23.1763 29.8452 -0.281 0.081 0.056
C 9.9387 -20.9667 32.7859 -0.190 0.636 -0.054
H 6.1987 -27.5610 30.5361 -0.101 0.150 0.504
H 7.0374 -26.3238 25.0003 -0.734 0.695 -0.083
H 7.3415 -23.0885 32.4246 -0.227 -0.406 -0.069
H 8.2152 -23.8839 33.6838 -0.253 -0.498 -0.619
H 9.6109 -28.6349 34.0903 -1.096 -0.136 -0.372
H 7.1928 -26.1649 30.2674 -0.032 -0.398 -0.337
H 10.5571 -22.7052 34.0381 1.493 -1.791 0.422
H 10.4509 -21.2299 33.7113 1.223 1.186 -0.817
H 6.4655 -22.5296 30.6738 -0.154 -0.203 0.184
C 11.1798 -23.1971 29.1308 1.535 2.351 -0.074
H 5.5501 -26.3825 29.4858 0.382 0.146 -0.499
C 6.9203 -24.9627 26.7070 -2.104 -1.042 -0.147
H 10.0248 -24.6337 28.0454 0.362 0.062 -0.467
H 11.3712 -21.0367 29.0588 -0.401 -0.106 -0.019
C 7.4641 -24.7831 28.1308 -0.737 0.610 -2.914
H 8.1491 -26.5038 26.1907 -0.141 -0.884 0.484
H 4.9930 -20.4278 29.2229 0.402 0.032 0.052
O 6.2467 -24.1561 26.1110 0.351 1.199 0.566
C 10.8831 -23.6587 34.4536 2.239 -2.549 1.486
H 7.2708 -21.4930 29.6071 0.026 0.782 -0.053
H 10.0099 -27.1578 34.7319 0.229 0.418 0.000
N 11.1926 -19.4387 31.0385 -1.618 -1.560 1.818
C 9.1725 -23.9887 31.7704 1.548 -0.334 0.072
H 5.7292 -25.0307 31.3559 0.208 -0.097 0.369
H 11.8279 -23.6354 34.9966 0.064 0.031 0.260
H 5.3431 -19.2109 32.4056 0.394 0.338 0.504
H 11.3295 -25.2553 29.0811 0.233 -0.408 -0.518
H 5.1264 -28.3061 28.0093 -0.111 0.179 0.546
H 7.8480 -21.6462 31.2951 -0.278 0.567 -0.152
H 11.8290 -21.7793 27.5261 0.049 -0.346 -0.064
H 9.0312 -20.5382 33.2113 0.361 0.476 -0.926
C 7.2649 -21.3102 35.9828 0.569 -1.400 0.007
C 4.5675 -25.4468 34.1028 -1.061 1.078 -0.052
H 8.9604 -27.1748 28.9267 0.361 0.276 -0.425
O 8.6756 -28.4578 27.3165 -0.232 1.138 1.723
C 4.2221 -24.7431 32.8062 -1.768 0.953 0.232
H 4.2981 -19.5465 30.5647 -0.507 -0.376 0.081
H 7.4433 -20.2358 35.9395 -0.953 -0.058 0.336
C 7.0830 -26.3010 26.0891 1.653 -0.452 -1.425
C 8.2969 -27.7501 28.2626 0.882 -1.866 -0.525
C 6.4959 -26.8418 29.7730 0.350 -2.517 1.014
C 7.9253 -23.9839 32.6378 0.906 0.478 0.155
H 8.3438 -25.4232 28.1975 -0.198 0.641 0.181
C 11.0653 -24.4996 28.3412 0.297 0.698 0.589
H 11.6856 -24.4696 27.4455 0.113 -0.163 0.181
C 8.2449 -21.8786 35.1154 -0.841 1.139 1.061
H 4.2653 -21.4055 30.4909 -0.667 0.297 -0.018
C 11.1416 -21.8489 28.3692 -0.181 -1.104 0.027
H 6.3700 -21.8082 35.6096 -0.739 1.088 0.158
H 6.4910 -29.1506 27.4032 0.024 -0.244 0.068
C 8.9127 -24.1751 30.2818 -0.782 -0.432 0.573
H 7.4910 -21.8270 36.9156 -0.222 0.683 0.586
C 4.7994 -20.4759 30.2945 0.409 0.133 0.521
C 6.0846 -28.7227 28.3197 0.695 -0.410 -1.390
H 4.7182 -26.4626 31.4545 -0.217 0.219 0.623
H 5.5520 -25.0714 34.3819 -0.093 -0.462 0.274
H 3.8098 -25.0658 34.7875 0.202 -0.016 0.305
H 9.6623 -21.9599 32.4321 0.338 0.983 -0.626
H 6.7308 -25.1124 28.8670 0.132 0.794 -0.887
C 9.8684 -24.3189 35.2602 -0.867 0.191 1.964
H 4.4798 -26.5330 34.0804 0.513 0.123 -0.229
N 9.0289 -22.3091 34.4331 -2.374 0.772 0.100
C 10.6049 -20.1036 31.8073 1.629 1.093 -1.299
C 9.5506 -27.5766 33.8365 0.773 0.432 1.113
H 10.2556 -27.4271 33.0187 -0.422 0.360 -0.214
```
Positions in Å, forces in eV/Å.

Calculated values
**SMILES string**: CN(C)C=O.CN(C)C=O.CC(C)=O.CC(C)=O.CC(C)=O.CC(C)=O.CC#N.CC#N.CC#N.CC#N
**Kohn-Sham gap**: 9.06 eV